Record 1
Formula: C5H6N2O
Source: the Open Molecules 2025 dataset
Level of theory: the ωB97M-V functional and the def2-TZVPD basis

The geometry in ORCA input format:
```
! wB97M-V def2-TZVPD RIJCOSX def2/J DEFGRID3
* xyz 0 1
C -0.539 -1.098 -1.788
C 0.165 -0.305 -0.725
C 1.231 -1.007 -0.063
N 2.093 -1.591 0.421
N -0.125 0.931 -0.634
C -0.356 1.411 0.719
C 0.231 0.717 1.928
O -0.441 0.249 2.804
H -1.155 -0.436 -2.390
H 0.139 -1.653 -2.432
H -1.181 -1.811 -1.267
H 0.049 2.434 0.652
H -1.447 1.487 0.825
H 1.335 0.672 1.952
*
```

Calculated values
- energy above the lowest of the compared OMol25 structures with the same formula, charge and spin (kcal per mole) = 52.0
- structure (SMILES) = C/C(C#N)=N/CC=O
- calculated total energy (eV) = -10307.3475
- gap between HOMO and LUMO (eV) = 9.1677
- LUMO (eV) = -0.59

natural (NBO) atomic charge list, values in e, 5 entries: number 1, C, carries -0.643; number 2, C, carries 0.208; number 3, C, carries 0.187; number 4, N, carries -0.247; number 5, N, carries -0.349

***

Record 2
Formula: C5H6N2O
Source: the Open Molecules 2025 dataset
Level of theory: the ωB97M-V functional and the def2-TZVPD basis

The geometry in ORCA input format:
```
! wB97M-V def2-TZVPD RIJCOSX def2/J DEFGRID3
* xyz 0 1
C 0.540 1.650 0.954
C 0.186 0.420 0.240
C 1.069 -0.606 -0.064
N 0.683 -1.694 -0.714
N -0.580 -1.934 -1.120
C -1.458 -1.068 -0.851
C -1.217 0.254 -0.170
O -2.094 1.056 0.067
H 0.300 2.585 0.433
H 1.605 1.680 1.222
H -0.007 1.855 1.897
H 2.109 -0.529 0.237
H 1.356 -2.426 -0.955
H -2.492 -1.244 -1.176
*
```

Calculated values
- energy above the lowest of the compared OMol25 structures with the same formula, charge and spin (kcal per mole) = 15.0
- structure (SMILES) = Cc1c[nH]ncc1=O
- calculated total energy (eV) = -10308.9524
- gap between HOMO and LUMO (eV) = 9.3077
- LUMO (eV) = 0.60

natural (NBO) atomic charge list, values in e, 5 entries: number 1, C, carries -0.642; number 2, C, carries -0.159; number 3, C, carries 0.031; number 4, N, carries -0.354; number 5, N, carries -0.206

***

Record 3
Formula: C5H6N2O
Source: the Open Molecules 2025 dataset
Level of theory: the ωB97M-V functional and the def2-TZVPD basis

The geometry in ORCA input format:
```
! wB97M-V def2-TZVPD RIJCOSX def2/J DEFGRID3
* xyz 0 1
C -2.385 0.103 -0.296
C -1.174 0.665 -0.659
C -1.026 -0.765 1.036
C 2.245 -0.161 -0.455
C 1.108 0.287 0.254
N -2.267 -0.825 0.631
N -0.320 -0.036 0.169
O 2.006 -0.621 0.809
H -3.413 0.153 -0.740
H -0.718 1.453 -1.206
H -0.616 -1.517 1.704
H 2.288 -0.828 -1.332
H 3.022 0.582 -0.734
H 1.250 1.511 0.820
*
```

Calculated values
- energy above the lowest of the compared OMol25 structures with the same formula, charge and spin (kcal per mole) = 68.6
- calculated total energy (eV) = -10306.6300
- gap between HOMO and LUMO (eV) = 9.7133
- LUMO (eV) = 0.75

natural (NBO) atomic charge list, values in e, 5 entries: number 1, C, carries -0.070; number 2, C, carries -0.134; number 3, C, carries 0.163; number 4, C, carries -0.118; number 5, C, carries 0.259

***

Record 4
Formula: C5H6N2O
Source: the Open Molecules 2025 dataset
Level of theory: the ωB97M-V functional and the def2-TZVPD basis

The geometry in ORCA input format:
```
! wB97M-V def2-TZVPD RIJCOSX def2/J DEFGRID3
* xyz 0 1
C -2.212 -0.113 -0.109
C 0.233 -0.545 0.335
C 1.310 0.369 0.239
C 2.552 0.217 -0.211
O 0.115 -1.836 0.614
N -0.831 0.228 0.177
C -0.195 1.524 -0.015
N -0.473 2.636 -0.301
H 0.991 -2.242 0.642
H -2.371 -0.233 -1.183
H -2.458 -1.041 0.404
H -2.839 0.700 0.254
H 2.950 -0.727 -0.588
H 3.229 1.063 -0.257
*
```

Calculated values
- energy above the lowest of the compared OMol25 structures with the same formula, charge and spin (kcal per mole) = 93.2
- calculated total energy (eV) = -10305.5628
- gap between HOMO and LUMO (spin up / spin down) (eV) = 7.4577 / 7.4569
- LUMO (spin up / spin down) (eV) = -0.20 / -0.20

natural (NBO) atomic charge list, values in e, 5 entries: number 1, C, carries -0.423; number 2, C, carries 0.594; number 3, C, carries -0.266; number 4, C, carries -0.345; number 5, O, carries -0.625

***

Record 5
Formula: C5H6N2O
Source: the Open Molecules 2025 dataset
Level of theory: the ωB97M-V functional and the def2-TZVPD basis

The geometry in ORCA input format:
```
! wB97M-V def2-TZVPD RIJCOSX def2/J DEFGRID3
* xyz 0 1
O 1.462 -1.254 -1.382
C 0.418 -0.834 -0.888
C -0.950 -0.206 -1.278
C -1.210 -0.024 0.210
C -0.795 1.375 0.625
N 0.465 1.370 1.237
C 0.886 0.194 1.136
N 0.052 -0.839 0.515
H -1.679 -0.947 -1.544
H -1.112 0.836 -1.882
H -2.151 -0.525 0.527
H -0.889 2.281 -0.006
H -1.414 1.753 1.446
H 1.841 -0.120 1.421
*
```

Calculated values
- energy above the lowest of the compared OMol25 structures with the same formula, charge and spin (kcal per mole) = 44.6
- structure (SMILES) = O=C1C[C@@H]2CN=CN12
- calculated total energy (eV) = -10307.6699
- gap between HOMO and LUMO (eV) = 10.6518
- LUMO (eV) = 0.82

natural (NBO) atomic charge list, values in e, 5 entries: number 1, O, carries -0.521; number 2, C, carries 0.700; number 3, C, carries -0.523; number 4, C, carries -0.090; number 5, C, carries -0.303

***

Record 6
Formula: C5H6N2O
Source: the Open Molecules 2025 dataset
Level of theory: the ωB97M-V functional and the def2-TZVPD basis

The geometry in ORCA input format:
```
! wB97M-V def2-TZVPD RIJCOSX def2/J DEFGRID3
* xyz 0 1
N -1.767 1.180 1.463
C -0.952 0.422 0.669
C -0.036 0.739 -0.262
C 0.653 -0.502 -0.597
C 1.603 -0.932 -1.477
O 2.256 -0.197 -2.380
N 0.076 -1.611 0.233
C -0.760 -1.024 0.986
H -1.530 2.152 1.564
H -2.238 0.782 2.243
H 0.185 1.769 -0.631
H 1.745 -1.999 -1.451
H 2.072 0.703 -2.162
H -1.308 -1.482 1.802
*
```

Calculated values
- energy above the lowest of the compared OMol25 structures with the same formula, charge and spin (kcal per mole) = 26.7
- structure (SMILES) = NC1=C/C(=C\O)N=C1
- calculated total energy (eV) = -10308.4471
- gap between HOMO and LUMO (eV) = 8.4064
- LUMO (eV) = 0.64

natural (NBO) atomic charge list, values in e, 5 entries: number 1, N, carries -0.802; number 2, C, carries 0.132; number 3, C, carries -0.366; number 4, C, carries -0.028; number 5, C, carries 0.205

***

Record 7
Formula: C5H6N2O
Source: the Open Molecules 2025 dataset
Level of theory: the ωB97M-V functional and the def2-TZVPD basis

The geometry in ORCA input format:
```
! wB97M-V def2-TZVPD RIJCOSX def2/J DEFGRID3
* xyz 0 1
C -0.783 0.834 1.032
C -0.459 0.896 -0.331
C 0.817 0.463 -0.913
C 1.750 -0.341 -0.141
N 2.531 -0.754 0.677
N -0.419 -0.320 -0.991
C -0.397 -1.572 -0.423
O -1.329 -1.642 0.255
H -1.567 0.042 1.281
H 0.162 0.174 1.473
H -0.744 1.859 1.373
H -0.942 1.755 -0.931
H 0.914 0.773 -1.917
H 0.467 -2.166 -0.444
*
```

Calculated values
- energy above the lowest of the compared OMol25 structures with the same formula, charge and spin (kcal per mole) = 95.4
- structure (SMILES) = C[C@H]1[C@@H](C#N)N1C=O
- calculated total energy (eV) = -10305.4651
- gap between HOMO and LUMO (eV) = 10.7704
- LUMO (eV) = 0.80

natural (NBO) atomic charge list, values in e, 5 entries: number 1, C, carries -0.668; number 2, C, carries -0.015; number 3, C, carries -0.216; number 4, C, carries 0.231; number 5, N, carries -0.282

***

Record 8
Formula: C5H6N2O2
Source: the Open Molecules 2025 dataset
Level of theory: the ωB97M-V functional and the def2-TZVPD basis

The geometry in ORCA input format:
```
! wB97M-V def2-TZVPD RIJCOSX def2/J DEFGRID3
* xyz 0 1
C 0.876 -2.532 0.410
C 0.557 -1.006 0.700
C -0.271 0.064 0.218
C -0.397 2.578 -0.054
C -1.194 1.079 -1.724
H 0.117 -3.136 0.849
H 0.923 -3.210 -0.841
H 1.879 -3.048 0.869
H 1.162 -0.358 1.582
H -0.205 1.426 1.943
H -1.508 0.790 -2.670
N -0.425 1.354 0.846
N -0.820 2.264 -1.318
O 0.076 3.765 0.284
O -0.769 -0.031 -1.093
*
```

Calculated values
- energy above the lowest of the compared OMol25 structures with the same formula, charge and spin (kcal per mole) = 118.3
- calculated total energy (eV) = -12352.4913
- gap between HOMO and LUMO (eV) = 8.1981
- LUMO (eV) = -0.50

natural (NBO) atomic charge list, values in e, 5 entries: number 1, C, carries -0.642; number 2, C, carries -0.315; number 3, C, carries 0.439; number 4, C, carries 0.776; number 5, C, carries 0.486

***

Record 9
Formula: C5H6N2O2
Source: the Open Molecules 2025 dataset
Level of theory: the ωB97M-V functional and the def2-TZVPD basis

The geometry in ORCA input format:
```
! wB97M-V def2-TZVPD RIJCOSX def2/J DEFGRID3
* xyz 0 1
C -2.891 -0.113 -0.230
C -1.500 0.118 0.348
O -1.254 0.717 1.462
N -0.470 -0.488 -0.318
C 0.851 -0.238 0.003
N 1.693 -1.108 0.476
C 2.880 -0.425 0.510
C 2.675 0.813 -0.054
O 1.348 0.930 -0.489
H -3.064 -1.163 -0.179
H -3.152 0.339 -1.284
H -3.587 0.398 0.298
H -0.673 -0.727 -1.270
H 3.875 -0.999 0.939
H 3.269 1.947 -0.211
*
```

Calculated values
- energy above the lowest of the compared OMol25 structures with the same formula, charge and spin (kcal per mole) = 48.6
- structure (SMILES) = CC(=O)Nc1ncco1
- calculated total energy (eV) = -12355.5128
- gap between HOMO and LUMO (eV) = 10.1591
- LUMO (eV) = 0.65

natural (NBO) atomic charge list, values in e, 5 entries: number 1, C, carries -0.711; number 2, C, carries 0.681; number 3, O, carries -0.607; number 4, N, carries -0.644; number 5, C, carries 0.620

***

Record 10
Formula: C5H6N2O3
Source: the Open Molecules 2025 dataset
Level of theory: the ωB97M-V functional and the def2-TZVPD basis

The geometry in ORCA input format:
```
! wB97M-V def2-TZVPD RIJCOSX def2/J DEFGRID3
* xyz 0 1
C 0.452 1.439 0.016
C -1.762 1.852 0.005
C 0.417 0.174 -0.671
C -0.436 -0.763 0.207
C -1.687 -0.182 0.776
N -0.603 2.033 0.459
N -2.845 -0.658 0.090
O -3.910 -0.488 0.750
O -2.773 2.186 -0.436
O -2.886 -0.928 -1.130
H 1.365 1.673 0.572
H -0.016 0.242 -1.669
H 1.437 -0.185 -0.765
H -0.667 -1.446 -0.475
H 0.226 -1.144 0.994
H -1.952 -0.175 1.756
*
```

Calculated values
- energy above the lowest of the compared OMol25 structures with the same formula, charge and spin (kcal per mole) = 135.0
- calculated total energy (eV) = -14399.0586
- gap between HOMO and LUMO (spin up / spin down) (eV) = 8.0146 / 8.0156
- LUMO (spin up / spin down) (eV) = -1.07 / -1.07

natural (NBO) atomic charge list, values in e, 5 entries: number 1, C, carries 0.200; number 2, C, carries 0.853; number 3, C, carries -0.482; number 4, C, carries -0.435; number 5, C, carries -0.238